DFT (ωB97M-V/def2-TZVPD) results for 3 unconnected molecules or ions with the total composition C28H49BrF8N2O4P in a non-equilibrium geometry.

The geometry in XYZ format:
```
93
Properties=species:S:1:pos:R:3:mulliken_charge:R:1
C -0.49 5.20 3.95 -1.21
C -1.25 4.34 3.29 -0.10
C -1.62 4.58 1.85 -0.92
P -2.71 3.28 0.97 2.06
F -3.58 2.06 0.20 -0.52
Br -0.99 1.66 1.62 -0.49
C -3.77 2.83 2.52 -1.81
O -3.37 1.74 3.33 -0.28
C -4.06 1.75 4.57 -0.52
C -3.82 0.41 5.23 -0.27
C -3.86 0.52 6.76 -1.31
C -1.92 3.59 -0.73 -1.78
C -0.96 2.65 -1.45 -0.02
C -1.42 1.22 -1.71 -1.42
O 0.39 2.81 -1.00 -0.07
C 1.32 2.05 -1.70 -0.45
C 2.68 2.70 -1.63 0.19
C 3.76 2.04 -2.24 -0.40
C 5.04 2.58 -2.17 -0.61
C 5.24 3.79 -1.51 -0.38
C 4.17 4.46 -0.93 -0.65
C 2.88 3.92 -0.99 -0.31
C -4.08 4.64 0.46 0.16
F -4.98 4.06 -0.39 -0.37
F -3.52 5.66 -0.26 -0.35
C -5.04 5.39 1.45 0.68
F -5.98 4.62 2.00 -0.27
F -5.75 6.24 0.62 -0.36
C -4.51 6.43 2.48 0.54
F -5.57 7.05 2.99 -0.32
F -3.76 7.33 1.90 -0.24
F -3.86 5.91 3.49 -0.20
H 0.13 5.92 3.43 0.31
H -0.49 5.20 5.03 0.29
H -1.60 3.48 3.85 0.24
H -0.69 4.53 1.29 0.40
H -1.96 5.60 1.70 0.81
H -4.74 2.54 2.10 0.83
H -3.93 3.70 3.16 0.72
H -3.66 2.57 5.18 0.27
H -5.12 1.92 4.37 0.32
H -4.58 -0.30 4.93 0.30
H -2.85 0.06 4.89 0.29
H -3.82 -0.48 7.20 0.40
H -4.78 0.99 7.10 0.30
H -3.01 1.07 7.14 0.35
H -2.76 3.64 -1.43 0.59
H -1.46 4.57 -0.78 0.36
H -0.92 3.09 -2.47 0.48
H -0.98 0.83 -2.63 0.57
H -1.16 0.53 -0.92 0.16
H -2.49 1.24 -1.88 0.43
H 1.41 1.07 -1.22 0.26
H 1.05 1.94 -2.76 0.37
H 3.58 1.10 -2.75 0.36
H 5.87 2.04 -2.63 0.38
H 6.24 4.20 -1.43 0.36
H 4.33 5.40 -0.42 0.39
H 2.03 4.40 -0.54 0.41
C 0.62 -5.19 -1.46 -1.31
C -0.33 -4.29 -0.68 0.43
C -0.83 -3.08 -1.48 -0.89
O 0.12 -2.04 -1.63 -0.13
C 1.07 -2.23 -2.66 -0.73
N 0.32 -3.89 0.57 -0.77
H 1.63 -4.78 -1.53 0.09
H 0.71 -6.16 -0.97 0.41
H 0.26 -5.37 -2.48 0.35
H -1.21 -4.88 -0.43 0.39
H -1.66 -2.63 -0.93 0.37
H -1.22 -3.38 -2.46 0.42
H 0.63 -2.75 -3.52 0.36
H 1.95 -2.77 -2.31 0.26
H 1.39 -1.24 -2.99 0.14
H -0.35 -3.39 1.15 0.30
H 1.03 -3.20 0.35 0.32
C 5.77 -8.54 -3.20 -1.41
C 4.82 -7.63 -3.97 0.37
C 4.45 -6.34 -3.23 -0.80
O 3.52 -6.50 -2.19 -0.21
C 4.05 -6.96 -0.96 -0.84
N 3.64 -8.41 -4.36 -0.74
H 5.26 -9.09 -2.41 0.29
H 6.22 -9.27 -3.87 0.35
H 6.58 -7.96 -2.74 0.34
H 5.33 -7.33 -4.89 0.40
H 3.96 -5.67 -3.95 0.34
H 5.35 -5.82 -2.87 0.41
H 5.06 -6.56 -0.79 0.36
H 4.07 -8.05 -0.90 0.26
H 3.40 -6.59 -0.16 0.30
H 3.06 -7.85 -4.98 0.27
H 3.07 -8.54 -3.53 0.32
```

For the total energy, the calculation gives -5221.03823 Ha. The net charge is -1. The calculation puts the HOMO-LUMO gap at 0.2713 Eh. As for the energy above the lowest of the compared OMol25 structures with the same formula, charge and spin: 0.3614 eV. Its LUMO energy is 2.055 eV.